Formula: C28H63N2O17S5
Source: the Open Molecules 2025 dataset
Level of theory: wB97M-V/def2-TZVPD

**Net charge**: +1
**E_HOMO**: -11.57 eV
**E**: -4483.68648 a.u.

Last columns: bonded neighbours and bond lengths (Å).
Cartesian coordinates (Å):
1 H 5.5178 -3.9152 -0.7326  C38 1.083
2 C 5.9147 -2.9755 -4.6118  C8 1.534, H51 1.090, H79 1.085, H80 1.086
3 H -6.4121 -6.3711 -1.3816  C90 1.087
4 H -7.5685 6.5175 6.0853  C47 1.086
5 O -9.5116 1.8405 -0.5062  S71 1.433
6 C -1.8425 -3.3602 -0.7307  O11 1.446, C48 1.515, H52 1.090, H85 1.087
7 H 5.7169 8.2535 2.2882  C60 1.089
8 C 6.7276 -3.3680 -3.3711  C2 1.534, C103 1.535, H111 1.088, C113 1.550
9 H 8.6851 -0.5667 -3.5428  C29 1.084
10 O -6.6847 3.9627 3.8512  S101 1.433
11 O -1.7160 -3.2826 -2.1688  C6 1.446, S18 1.585
12 O 6.9846 4.0236 1.5438  S19 1.437
13 N 6.2970 -1.4324 0.5504  O21 1.366, C31 1.332, C50 1.401
14 H 5.6558 -0.9113 3.5617  N100 1.006
15 H 6.4155 7.9457 3.8895  C60 1.090
16 C -8.3521 5.3830 -1.3664  H64 1.089, H74 1.090, H77 1.090, C115 1.516
17 H -5.6017 -5.2533 -2.5232  C90 1.083
18 S -1.9190 -4.6102 -3.0096  O11 1.585, C36 1.758, O59 1.431, O68 1.432
19 S 6.3374 5.0535 0.7793  O12 1.437, O26 1.582, C106 1.760, O108 1.425
20 H 9.5270 -2.1046 -3.1683  C29 1.085
21 O 6.9725 -1.0898 -0.5861  N13 1.366, C93 1.463
22 H 4.5959 6.3440 3.4878  C56 1.088
23 H -8.6701 5.8699 4.8404  C47 1.088
24 S -6.4721 -4.1424 -0.6558  O34 1.431, C90 1.755, O94 1.434, O104 1.587
25 H 8.4730 0.0239 1.3704  C53 1.085
26 O 5.1909 5.6954 1.6611  S19 1.582, C56 1.449
27 O -6.1487 6.3759 3.6450  S101 1.428
28 H -3.6390 5.6606 3.4820  C87 1.089
29 C 8.6187 -1.6489 -3.5493  H9 1.084, H20 1.085, H32 1.086, C103 1.541
30 H -6.6462 4.1237 -1.7075  C115 1.088
31 C 6.5610 -0.7444 1.6595  N13 1.332, C53 1.475, N100 1.336
32 H 8.5060 -1.9704 -4.5807  C29 1.086
33 H -2.2360 4.9926 4.3201  C87 1.091
34 O -6.9101 -4.5306 0.6506  S24 1.431
35 O -5.3754 5.0872 5.5976  C44 1.442, S101 1.590
36 C -2.0495 -3.8571 -4.5930  S18 1.758, H55 1.086, H73 1.086, H84 1.088
37 H -4.2810 3.5641 4.6984  C44 1.091
38 C 4.7501 -3.3196 -0.2548  H1 1.083, C50 1.492, C76 1.522, H114 1.084
39 H 4.6781 5.1028 -0.8777  C106 1.086
40 O -9.8140 3.8104 0.9837  S71 1.430
41 H 3.9306 -5.0957 -1.3111  C70 1.132
42 H 8.7198 -4.2568 -3.2252  C113 1.088
43 H -4.7989 -5.7083 -1.0070  C90 1.084
44 C -4.1103 4.4933 5.2446  O35 1.442, H37 1.091, H78 1.088, C87 1.516
45 H 7.9770 -4.4817 -4.8103  C113 1.084
46 H 7.7575 0.4279 2.9073  C53 1.085
47 C -7.8287 5.6451 5.4924  H4 1.086, H23 1.088, H72 1.086, S101 1.757
48 C -0.6502 -4.0385 -0.0879  C6 1.515, H49 1.090, H61 1.090, H81 1.089
49 H 0.2796 -3.5700 -0.4089  C48 1.090
50 C 5.2941 -2.3855 0.7742  N13 1.401, C38 1.492, C65 1.361
51 H 4.9866 -2.5088 -4.2831  C2 1.090
52 H -2.7756 -3.8590 -0.4671  C6 1.090
53 C 7.5487 0.3353 1.8466  H25 1.085, C31 1.475, H46 1.085, H82 1.087
54 H -9.1107 1.4455 2.3643  C89 1.088
55 H -1.1599 -3.2590 -4.7690  C36 1.086
56 C 5.5419 6.2159 2.9668  H22 1.088, O26 1.449, C60 1.515, H67 1.091
57 H 5.9482 3.8938 -1.1986  C106 1.088
58 H 4.3032 -4.7299 1.4125  C76 1.079
59 O -0.7191 -5.3892 -2.9599  S18 1.431
60 C 6.2773 7.5377 2.8885  H7 1.089, H15 1.090, C56 1.515, H63 1.089
61 H -0.7215 -3.9757 0.9981  C48 1.090
62 H 4.6892 3.5550 0.0253  C106 1.087
63 H 7.2584 7.4224 2.4306  C60 1.089
64 H -9.4117 5.3009 -1.1303  C16 1.089
65 C 4.9671 -2.2255 2.0860  C50 1.361, H96 1.071, N100 1.378
66 H -8.1734 3.3588 -2.1198  C115 1.091
67 H 6.1193 5.4698 3.5148  C56 1.091
68 O -3.1743 -5.1949 -2.6467  S18 1.432
69 H -7.7344 2.5790 2.4224  C89 1.087
70 C 3.2621 -5.4728 -0.4797  H41 1.132, C76 1.597, O98 1.586, H109 1.096
71 S -8.9927 2.7653 0.4570  O5 1.433, O40 1.430, C89 1.756, O102 1.589
72 H -8.0540 4.7917 6.1255  C47 1.086
73 H -2.9466 -3.2448 -4.6180  C36 1.086
74 H -7.8936 6.0134 -0.6047  C16 1.090
75 H -7.6403 1.0993 1.4124  C89 1.087
76 C 3.9219 -4.3706 0.4696  C38 1.522, H58 1.079, C70 1.597, O98 1.319
77 H -8.2566 5.8712 -2.3368  C16 1.090
78 H -3.6397 4.2338 6.1906  C44 1.088
79 H 5.6449 -3.8550 -5.1876  C2 1.085
80 H 6.4455 -2.2679 -5.2424  C2 1.086
81 H -0.5976 -5.0916 -0.3622  C48 1.089
82 H 7.2007 1.2928 1.4687  C53 1.087
83 H 7.4346 -5.4069 -3.3900  C113 1.086
84 H -2.1138 -4.6597 -5.3244  C36 1.088
85 H -1.9250 -2.3300 -0.3933  C6 1.087
86 H -9.3489 -1.0300 -1.0664  C105 1.090
87 C -3.2206 5.4395 4.4627  H28 1.089, H33 1.091, C44 1.516, H97 1.090
88 H 7.4590 -3.1539 -0.8269  C93 1.084
89 C -8.2884 1.8806 1.8004  H54 1.088, H69 1.087, S71 1.756, H75 1.087
90 C -5.7528 -5.5127 -1.4828  H3 1.087, H17 1.083, S24 1.755, H43 1.084
91 H -8.1420 -1.4142 -2.3078  C105 1.090
92 H -7.6755 -1.3538 -0.6156  C105 1.089
93 C 7.6582 -2.1857 -1.2718  O21 1.463, H88 1.084, C103 1.536, H112 1.088
94 O -5.6177 -3.0021 -0.8165  S24 1.434
95 H 6.6480 -1.2920 -2.9056  C103 1.091
96 H 4.2078 -2.7619 2.6182  C65 1.071
97 H -3.1078 6.3854 4.9919  C87 1.090
98 O 2.6236 -4.2370 0.2818  C70 1.586, C76 1.319
99 H -9.6602 -3.3614 -1.7925  C110 1.088
100 N 5.7464 -1.2165 2.6077  H14 1.006, C31 1.336, C65 1.378
101 S -6.4686 5.2440 4.4543  O10 1.433, O27 1.428, O35 1.590, C47 1.757
102 O -7.6447 3.3901 -0.1075  S71 1.589, C115 1.442
103 C 7.3649 -2.1038 -2.7772  C8 1.535, C29 1.541, C93 1.536, H95 1.091
104 O -7.7417 -3.9792 -1.5943  S24 1.587, C110 1.445
105 C -8.4763 -1.6417 -1.2956  H86 1.090, H91 1.090, H92 1.089, C110 1.514
106 C 5.2979 4.3251 -0.4405  S19 1.760, H39 1.086, H57 1.088, H62 1.087
107 H -9.0902 -3.3607 -0.1329  C110 1.091
108 O 7.1102 6.0851 0.1712  S19 1.425
109 H 2.4078 -5.5250 -1.1647  C70 1.096
110 C -8.8124 -3.1119 -1.1582  H99 1.088, O104 1.445, C105 1.514, H107 1.091
111 H 6.0144 -3.8405 -2.6994  C8 1.088
112 H 8.7190 -1.9949 -1.1237  C93 1.088
113 C 7.7816 -4.4409 -3.7452  C8 1.550, H42 1.088, H45 1.084, H83 1.086
114 H 4.0605 -2.8417 -0.9420  C38 1.084
115 C -7.6860 4.0220 -1.4031  C16 1.516, H30 1.088, H66 1.091, O102 1.442